Record 1
DFT (wB97M-V/def2-TZVPD) results for a 4-piece molecular cluster, C26H53N4O7 overall in a non-equilibrium geometry.

Last column: Löwdin charge in e.
Element x y z (Å)
O  2.675  -4.318  4.158  -0.104
O  3.292  -6.655  3.674  0.039
O  0.204  3.237  -4.542  -0.218
O  2.807  0.471  -0.075  -0.232
O  -2.911  -2.452  4.765  -0.014
O  -0.772  -3.339  5.732  -0.101
O  -5.195  0.639  2.258  -0.195
N  -0.609  5.578  -3.064  0.036
N  -0.661  -5.313  -0.357  0.072
N  -4.137  0.831  4.935  0.044
N  5.212  1.058  -1.558  0.041
C  2.530  -5.569  3.373  -0.213
C  -3.782  0.715  2.469  -0.203
C  -0.301  3.188  -5.867  -0.104
C  -3.370  1.378  3.805  -0.431
C  1.136  4.296  -4.301  -0.196
C  4.727  3.044  -0.228  -0.069
C  -0.042  6.349  -5.308  -0.072
C  0.172  -3.776  4.689  -0.182
C  -3.509  2.898  3.802  -0.075
C  -0.552  -6.627  0.440  0.047
C  0.223  -4.128  -0.021  -0.012
C  1.324  -4.206  1.232  0.096
C  1.449  -5.585  2.110  -0.003
C  1.713  -2.556  -1.533  -0.069
C  2.840  0.910  1.273  -0.101
C  1.637  -4.266  5.240  -0.103
C  0.485  -6.851  1.709  0.064
C  -5.783  1.840  1.783  -0.107
C  -0.599  -0.372  -3.607  -0.140
C  -0.945  -2.606  -2.013  -0.196
C  0.484  5.675  -4.043  -0.427
C  -1.438  -1.058  -2.377  -0.230
C  2.817  1.526  -1.043  -0.195
C  4.218  2.117  -1.329  -0.427
C  0.201  -2.674  -0.839  -0.262
C  -2.110  -3.477  5.066  -0.126
H  -3.111  3.327  2.875  0.077
H  0.683  6.272  -6.126  0.081
H  1.681  4.007  -3.394  0.108
H  0.552  -0.615  -3.611  0.062
H  -4.545  3.228  3.911  0.066
H  1.643  -5.335  5.727  0.155
H  -1.377  -5.261  -1.142  0.155
H  -0.325  -4.733  4.178  0.119
H  2.380  0.137  1.895  0.078
H  2.391  -1.886  -0.850  0.081
H  -6.693  1.581  1.234  0.088
H  2.290  1.846  1.417  0.096
H  3.940  3.732  0.102  0.081
H  0.448  3.493  -6.606  0.094
H  5.145  0.403  -0.773  0.071
H  -0.988  5.921  -5.653  0.065
H  -1.015  -0.623  -4.684  0.090
H  3.875  1.021  1.603  0.078
H  1.259  6.330  -3.629  0.136
H  -1.233  4.830  -3.379  0.070
H  -1.942  -3.172  -1.685  0.109
H  -2.310  1.151  3.968  0.131
H  5.091  2.500  0.648  0.066
H  -0.229  5.223  -2.186  0.068
H  -0.601  2.159  -6.080  0.080
H  1.673  -2.226  -2.657  0.083
H  1.978  -3.247  1.475  0.141
H  -2.582  -1.037  -2.701  0.122
H  -3.287  1.191  1.614  0.111
H  -0.677  0.808  -3.451  0.085
H  -6.079  2.467  2.626  0.075
H  -3.432  -0.324  2.488  0.109
H  -1.269  -7.546  0.189  0.144
H  -3.958  -0.173  4.995  0.046
H  -5.128  0.887  4.684  0.076
H  0.334  -3.003  3.823  0.142
H  4.138  2.717  -2.243  0.133
H  5.563  3.648  -0.597  0.083
H  -1.193  3.811  -5.948  0.077
H  -2.948  3.332  4.637  0.079
H  2.446  1.076  -1.972  0.114
H  2.175  -3.657  -1.535  0.099
H  1.881  4.346  -5.105  0.120
H  0.578  -7.825  2.351  0.129
H  0.066  -1.788  -0.058  0.158
H  -1.373  -0.347  -1.431  0.114
H  -5.116  2.390  1.111  0.090
H  4.917  0.503  -2.362  0.072
H  2.097  2.307  -0.771  0.118
H  -0.544  -3.121  -2.996  0.130
H  -0.224  7.414  -5.123  0.081
H  1.984  -3.500  6.057  0.159
H  -2.459  -4.565  4.732  0.173

Values from the calculation:
* orbital gap: 5.06 eV
* net charge: +1
* total energy: -48092.4906 eV
* HOMO: -10.6143 eV
* multiplicity: 1



Record 2
DFT (wB97M-V/def2-TZVPD) results for a 3-piece molecular cluster, C26H53N7O8P2 overall in a non-equilibrium geometry.

Last column: Löwdin charge in e.
Element x y z (Å)
P  1.892  -2.174  -3.842  0.702
P  -3.725  3.634  -0.285  0.692
O  0.764  -3.230  0.627  -0.035
O  -4.611  2.433  -0.037  -0.312
O  1.200  0.182  5.130  0.135
O  0.501  -2.053  -3.249  -0.311
O  0.133  -5.371  4.791  0.101
O  -2.193  -2.426  1.754  -0.143
O  3.128  -2.795  1.870  0.165
O  4.618  -0.517  3.489  0.135
N  2.784  -1.444  4.523  0.078
N  2.830  -1.508  -2.585  -0.309
N  -3.110  5.053  -1.040  -0.307
N  -2.182  2.921  -0.124  -0.315
N  3.250  -2.883  -4.629  -0.304
N  -4.223  4.577  1.087  -0.348
N  1.657  -1.115  -5.199  -0.347
C  2.130  -2.898  2.544  -0.233
C  -1.071  3.387  0.672  -0.128
C  0.098  -4.220  2.725  0.083
C  0.469  -4.396  4.150  -0.365
C  2.598  0.225  2.515  0.018
C  2.016  -0.634  5.465  -0.423
C  -2.495  4.900  -2.361  -0.120
C  -3.358  6.435  -0.649  -0.109
C  3.631  -2.738  -6.028  -0.109
C  1.989  0.293  -5.122  -0.135
C  3.956  -3.951  -3.917  -0.117
C  2.676  -2.079  -1.255  -0.122
C  2.037  -2.517  3.985  -0.124
C  1.248  -3.273  4.752  0.085
C  3.413  -0.588  3.496  -0.410
C  -5.663  4.546  1.324  -0.151
C  3.851  -0.493  -2.680  -0.126
C  -0.570  -3.252  0.117  -0.131
C  -3.509  4.512  2.345  -0.134
C  0.885  -3.491  1.939  -0.195
C  0.369  -1.290  -5.861  -0.153
C  -1.438  -2.115  0.603  -0.184
C  -1.871  1.760  -0.942  -0.129
C  -4.023  -1.133  2.733  -0.054
C  2.291  -0.912  6.924  0.016
C  -2.502  -1.292  2.553  -0.251
H  1.774  -0.332  2.078  0.079
H  1.408  -1.409  7.325  0.089
H  3.135  -1.578  7.060  0.089
H  3.274  0.622  1.770  0.091
H  4.529  -0.542  -1.825  0.082
H  -4.366  -0.314  2.107  0.065
H  -2.701  6.723  0.174  0.080
H  -1.404  4.948  -2.285  0.086
H  -0.962  4.476  0.644  0.074
H  2.406  0.018  7.470  0.091
H  -1.065  -4.216  0.246  0.135
H  -0.127  2.983  0.299  0.079
H  -4.211  -0.864  3.770  0.068
H  -1.308  2.046  -1.840  0.075
H  -4.389  6.608  -0.354  0.075
H  0.424  -0.911  -6.885  0.079
H  -2.154  -1.907  -0.201  0.138
H  -2.103  -0.364  2.144  0.105
H  -3.159  7.117  -1.480  0.077
H  -0.447  -0.779  -5.337  0.078
H  3.354  -4.343  -3.097  0.073
H  -0.475  -3.133  -0.961  0.113
H  -4.008  5.135  3.091  0.081
H  -0.790  -4.707  2.358  0.129
H  -1.281  1.030  -0.382  0.066
H  1.720  0.792  -6.055  0.080
H  3.065  0.441  -5.017  0.060
H  3.416  0.511  -2.688  0.073
H  4.481  -0.611  -3.568  0.074
H  -4.555  -2.049  2.503  0.075
H  -5.958  5.418  1.914  0.079
H  4.896  -3.578  -3.498  0.087
H  2.709  -1.311  -0.479  0.078
H  4.291  -3.551  -6.339  0.077
H  -2.760  3.942  -2.809  0.072
H  -5.983  3.639  1.849  0.080
H  4.180  -4.797  -4.568  0.077
H  -2.504  4.927  2.252  0.060
H  -2.776  1.250  -1.270  0.072
H  -6.209  4.600  0.381  0.074
H  -3.442  3.488  2.740  0.086
H  1.724  -2.579  -1.163  0.039
H  3.461  -2.817  -1.044  0.086
H  2.777  -2.766  -6.700  0.074
H  -2.827  5.670  -3.058  0.077
H  0.112  -2.349  -5.929  0.074
H  1.123  -3.135  5.814  0.120
H  4.171  -1.802  -6.182  0.081
H  1.472  0.803  -4.296  0.085
H  -2.052  -1.431  3.538  0.110
H  2.210  1.085  3.058  0.085
H  -1.166  3.069  1.715  0.073
H  -0.800  -1.233  0.703  0.120

Values from the calculation:
* orbital gap: 7.28 eV
* net charge: 0
* total energy: -73205.2077 eV
* HOMO: -8.2049 eV
* multiplicity: 1



Record 3
DFT (wB97M-V/def2-TZVPD) results for C26H54Cl21FI2P as an isolated structure in a non-equilibrium geometry.

Last column: Löwdin charge in e.
Element x y z (Å)
I  -4.336  -5.424  5.664  0.784
I  -4.612  -2.521  9.737  0.753
Cl  0.650  7.974  -6.252  0.537
Cl  -1.542  -2.314  9.732  -0.110
Cl  -6.419  -7.066  13.071  0.518
Cl  0.127  -2.802  -9.365  0.530
Cl  4.203  7.108  -4.917  0.559
Cl  2.990  0.176  -7.016  0.558
Cl  -7.349  -1.537  4.644  0.578
Cl  7.138  2.006  1.844  0.538
Cl  5.126  4.187  0.118  0.584
Cl  4.133  -1.015  1.749  0.508
Cl  0.909  0.126  1.575  0.519
Cl  -4.053  -5.319  11.325  0.505
Cl  -9.181  -4.392  4.432  0.548
Cl  -0.698  2.112  -10.702  0.549
Cl  3.196  7.364  -1.690  0.536
Cl  1.804  -5.142  -7.541  0.537
Cl  0.851  4.698  -12.164  0.529
Cl  2.340  2.645  -3.764  0.584
Cl  5.394  1.493  -2.993  0.543
Cl  4.252  2.845  -8.722  0.536
Cl  1.710  5.865  -8.781  0.551
P  -1.981  -3.261  7.681  0.267
F  -0.199  -3.281  4.797  -0.073
C  2.836  -1.217  2.969  -0.655
C  -1.384  3.738  -10.945  -0.659
C  4.477  5.912  -3.616  -0.651
C  1.875  8.301  -7.501  -0.673
C  -5.113  -6.045  13.737  -0.668
C  -9.799  -2.742  4.688  -0.665
C  1.568  7.642  -8.821  -0.650
C  -3.835  -3.780  8.172  -0.942
C  2.140  1.697  -7.413  -0.649
C  -8.980  -1.709  3.956  -0.667
C  1.892  -2.924  -9.140  -0.676
C  0.399  -3.622  6.028  -0.461
C  -6.267  -3.840  7.231  -0.292
C  -4.801  -4.860  12.859  -0.682
C  -0.898  4.356  -12.229  -0.661
C  6.906  4.100  0.095  -0.645
C  -4.765  -3.742  6.968  -0.885
C  3.891  1.184  -2.075  -0.645
C  1.473  -1.379  2.359  -0.652
C  2.712  1.070  -2.999  -0.624
C  7.417  2.686  0.216  -0.660
C  0.326  -5.120  6.215  -0.073
C  3.326  5.863  -2.648  -0.701
C  -0.211  -2.780  7.136  -0.372
C  2.566  2.258  -8.739  -0.685
C  2.358  -4.353  -9.040  -0.668
H  -1.077  3.705  -13.080  0.066
H  -6.778  -3.842  6.270  -0.014
H  -3.797  -4.791  8.577  -0.010
H  1.076  1.469  -7.438  0.076
H  7.219  4.522  -0.858  0.070
H  -4.559  -2.830  6.405  0.061
H  3.480  5.047  -1.946  0.008
H  4.027  0.255  -1.529  0.069
H  -2.500  -1.988  7.227  -0.012
H  0.809  -5.625  5.379  0.071
H  -0.698  -5.473  6.283  0.046
H  -9.809  -2.550  5.758  0.069
H  -1.514  -4.496  8.264  -0.018
H  6.951  2.033  -0.517  0.032
H  -4.239  -6.675  13.873  0.063
H  2.154  -2.356  -8.252  0.023
H  5.403  6.178  -3.113  0.064
H  -8.877  -1.961  2.904  0.065
H  -0.317  -1.778  6.710  0.068
H  -2.468  3.640  -10.962  0.074
H  -6.471  -4.780  7.738  0.064
H  0.755  -1.621  3.143  0.062
H  0.463  -2.746  7.988  0.043
H  -5.696  -4.285  12.630  0.059
H  -1.410  5.301  -12.396  0.072
H  3.765  1.990  -1.357  0.038
H  0.564  7.882  -9.159  0.066
H  2.479  1.521  -9.532  0.062
H  2.282  7.990  -9.566  0.074
H  2.884  0.349  -3.794  0.052
H  0.840  -5.375  7.141  0.083
H  7.287  4.725  0.897  0.068
H  2.872  -0.357  3.630  0.070
H  -2.204  -3.859  6.399  -0.082
H  1.895  9.380  -7.644  0.074
H  -9.465  -0.737  4.037  0.069
H  -5.453  -5.698  14.712  0.066
H  -6.616  -2.980  7.792  0.006
H  -1.102  4.345  -10.088  0.058
H  2.380  5.712  -3.160  0.054
H  2.355  -2.450  -10.004  0.073
H  -10.823  -2.723  4.317  0.067
H  1.935  3.110  -8.987  0.010
H  3.446  -4.377  -9.029  0.071
H  8.494  2.677  0.058  0.072
H  -4.093  -4.210  13.373  0.077
H  2.837  7.981  -7.111  0.012
H  1.455  -2.170  1.615  0.070
H  3.081  -2.109  3.541  0.071
H  2.321  2.397  -6.602  0.025
H  1.834  0.770  -2.438  0.076
H  1.458  -3.349  5.947  0.117
H  2.002  -4.946  -9.878  0.065
H  4.602  4.942  -4.093  0.058

Values from the calculation:
* orbital gap: 5.74 eV
* net charge: -1
* total energy: -319019.5532 eV
* HOMO: -4.3993 eV
* multiplicity: 1